1.
Molecular formula: C17H49NO22P5S2
Method: DFT, wB97M-V/def2-TZVPD

The geometry in XYZ format:
```
96
Properties=species:S:1:pos:R:3:forces:R:3:lowdin_charge:R:1
C 0.904 -0.376 0.174 0.2 0.4 -0.6 -0.087
C 0.067 -0.453 -1.172 -0.6 -1.1 1.1 -0.387
C -0.659 -1.894 -1.180 0.2 0.6 -0.3 -0.084
C -1.030 0.690 -1.305 0.8 -0.2 -1.4 -0.249
C -0.348 2.083 -1.673 0.4 -1.1 0.4 -0.224
S -1.184 3.528 -0.854 1.8 4.5 1.9 0.597
O -1.109 4.776 -1.693 -0.7 -3.3 0.6 -0.396
O -0.343 3.817 0.374 -2.0 -1.9 -1.8 -0.423
N -2.751 3.170 -0.270 0.7 -1.2 -3.1 -0.348
S -3.862 2.890 -1.520 -2.7 6.1 0.4 0.397
O -3.469 3.407 -2.867 0.3 -2.4 1.9 -0.408
O -5.140 3.597 -1.117 2.3 -2.2 0.0 -0.441
P -4.419 0.797 -1.706 -0.1 -2.7 -1.0 0.805
O -5.722 0.823 -2.803 0.7 0.5 1.4 -0.323
O -5.059 0.239 -0.238 0.1 1.2 -1.2 -0.312
H 0.255 -0.078 1.053 0.7 -0.3 -1.0 0.094
H 1.734 0.386 0.036 -0.9 -0.8 0.5 0.070
H 1.360 -1.393 0.370 -0.3 1.2 -0.2 0.070
H 0.777 -0.466 -2.044 -0.6 0.4 0.7 0.114
H -0.321 -2.485 -2.085 -0.7 0.6 0.9 0.073
H -0.391 -2.509 -0.279 -0.3 0.7 -0.8 0.067
H -1.768 -1.703 -1.186 1.0 -0.6 -0.1 0.058
H -1.697 0.754 -0.399 0.9 0.0 -0.8 0.098
H -1.676 0.396 -2.184 0.5 0.4 1.1 0.066
H 0.700 2.036 -1.244 -1.3 0.6 -0.3 0.087
H -0.215 2.227 -2.783 -0.6 0.1 1.2 0.108
H -5.532 0.232 -3.549 0.2 0.3 0.5 0.033
H -4.660 -0.634 -0.099 0.0 0.3 -0.1 0.023
C -3.553 -6.698 4.128 -0.1 -0.4 0.0 -0.139
O -4.081 -5.481 3.628 -1.6 0.3 -2.4 -0.284
P -3.377 -4.778 2.237 7.3 3.3 4.2 0.700
O -1.954 -5.262 2.515 -1.7 -1.0 -0.6 -0.286
O -3.602 -3.276 2.839 -0.6 -0.7 -1.2 -0.258
C -3.211 -2.996 4.176 -0.2 -0.1 0.6 -0.109
O -2.975 -4.089 0.722 -3.4 -1.3 0.5 -0.256
C -3.061 -5.003 -0.372 0.1 -0.2 -0.3 -0.143
H -4.261 -7.098 4.855 -0.2 0.1 -0.1 0.085
H -3.422 -7.422 3.323 0.2 0.0 0.2 0.084
H -2.607 -6.512 4.634 0.1 0.0 -0.3 0.086
H -2.375 -3.621 4.499 0.0 -0.1 -0.2 0.086
H -4.062 -3.147 4.842 0.1 0.0 0.0 0.085
H -2.906 -1.952 4.235 -0.1 0.0 -0.3 0.093
H -4.045 -5.475 -0.390 0.1 0.0 -0.3 0.075
H -2.284 -5.767 -0.284 0.0 0.0 0.0 0.084
H -2.915 -4.452 -1.300 0.0 0.1 0.2 0.083
C 5.899 -6.003 -2.889 0.3 -0.1 -0.4 -0.137
O 4.562 -5.752 -2.489 -2.1 1.0 -1.7 -0.284
P 4.038 -4.134 -2.314 4.1 1.5 7.9 0.707
O 5.386 -3.575 -1.858 -0.7 -0.6 -1.8 -0.285
O 3.116 -4.535 -1.027 -0.4 0.5 -1.3 -0.259
C 3.679 -5.323 0.013 0.1 -0.6 0.1 -0.111
O 3.282 -2.599 -2.355 -1.2 -2.6 -2.2 -0.254
C 3.427 -1.906 -3.597 0.0 0.2 -0.5 -0.150
H 5.975 -7.056 -3.166 -0.2 0.0 -0.1 0.085
H 6.168 -5.389 -3.749 0.2 0.0 0.2 0.086
H 6.577 -5.816 -2.057 -0.1 0.3 -0.1 0.086
H 4.755 -5.169 0.107 0.0 0.1 -0.1 0.085
H 3.472 -6.376 -0.179 0.1 0.0 0.1 0.085
H 3.204 -5.043 0.953 -0.1 0.2 -0.2 0.093
H 3.100 -2.538 -4.425 -0.1 0.2 -0.1 0.083
H 4.469 -1.618 -3.743 -0.1 -0.1 -0.2 0.075
H 2.808 -1.010 -3.568 0.0 -0.1 0.1 0.088
C -4.913 2.676 4.706 -0.2 -0.3 0.2 -0.138
O -3.630 3.251 4.533 2.0 0.2 2.2 -0.276
P -3.307 4.790 5.205 -4.3 4.5 -6.8 0.692
O -4.728 5.335 5.053 0.8 -1.3 1.4 -0.290
O -2.381 5.193 3.927 0.3 -0.1 1.9 -0.256
C -2.876 4.964 2.606 -0.1 -0.7 -0.7 -0.098
O -2.740 6.182 6.035 1.5 -3.0 1.0 -0.256
C -2.929 6.145 7.447 -0.2 0.1 0.1 -0.160
H -4.852 1.625 4.417 0.2 0.0 0.1 0.082
H -5.229 2.741 5.749 -0.2 0.0 -0.2 0.080
H -5.632 3.170 4.055 0.0 0.2 0.2 0.090
H -3.966 5.015 2.561 0.0 0.0 0.2 0.090
H -2.540 3.989 2.257 -0.1 0.1 -0.1 0.062
H -2.469 5.724 1.940 0.2 0.0 0.3 0.097
H -2.500 5.232 7.868 0.0 0.1 0.2 0.073
H -3.995 6.197 7.685 0.0 0.0 0.0 0.079
H -2.423 7.005 7.886 0.0 0.0 -0.1 0.081
C 6.590 5.012 -3.029 0.3 0.1 0.3 -0.138
O 5.250 4.551 -3.036 -1.3 -1.6 2.1 -0.276
P 4.946 2.886 -3.280 1.4 0.2 -8.7 0.708
O 6.143 2.635 -4.197 -0.2 0.3 1.9 -0.293
O 3.604 3.224 -4.147 0.2 -0.8 1.3 -0.255
C 3.670 4.197 -5.179 0.0 0.7 0.0 -0.112
O 4.482 1.239 -3.237 -0.7 2.0 2.8 -0.255
C 5.121 0.464 -2.219 0.3 -0.1 0.3 -0.130
H 6.592 6.030 -2.636 -0.2 -0.1 0.1 0.086
H 7.212 4.383 -2.391 0.1 0.1 -0.2 0.084
H 6.982 5.033 -4.045 0.0 -0.3 0.0 0.085
H 4.667 4.260 -5.621 0.0 -0.1 0.1 0.084
H 3.383 5.170 -4.778 0.0 0.0 -0.1 0.090
H 2.961 3.922 -5.959 0.0 -0.2 0.2 0.091
H 4.990 0.936 -1.243 0.0 -0.2 0.1 0.087
H 6.186 0.357 -2.439 0.0 0.0 0.0 0.092
H 4.663 -0.518 -2.194 0.0 0.2 0.2 0.045
```
Forces are in eV/Å.

charge	-1

2.
Molecular formula: C17H50N6O6
Method: DFT, wB97M-V/def2-TZVPD

The geometry in XYZ format:
```
79
Properties=species:S:1:pos:R:3:forces:R:3:lowdin_charge:R:1
C -2.216 -2.573 3.830 -0.1 0.3 0.3 -0.110
O -1.189 -3.524 3.695 -0.4 -0.4 -0.2 -0.178
C -0.595 -3.469 2.414 0.4 0.7 0.5 -0.238
C 0.230 -4.702 2.172 -0.2 -0.4 -0.4 -0.448
C 0.867 -4.594 0.797 0.4 0.2 -0.2 -0.070
N -0.647 -5.879 2.251 0.3 0.2 0.2 0.043
H -1.824 -1.555 3.707 0.0 0.0 0.0 0.083
H -2.640 -2.671 4.829 0.1 0.0 0.0 0.088
H -3.039 -2.722 3.119 0.2 -0.1 -0.1 0.089
H -1.345 -3.313 1.630 -0.1 -0.2 0.0 0.134
H 0.088 -2.606 2.421 0.0 0.0 -0.2 0.098
H 1.029 -4.732 2.924 0.0 0.1 0.1 0.141
H 1.642 -5.343 0.621 -0.1 -0.1 0.1 0.074
H 1.359 -3.621 0.697 0.0 -0.1 0.0 0.075
H 0.137 -4.679 -0.009 -0.2 0.0 0.1 0.080
H -0.080 -6.718 2.209 -0.1 0.0 0.0 0.070
H -1.078 -5.863 3.171 -0.1 -0.1 -0.1 0.068
C -3.061 2.015 1.433 0.1 -0.3 -0.5 -0.099
O -3.194 0.643 1.077 -0.3 0.2 0.0 -0.223
C -3.877 0.408 -0.153 0.2 -0.2 0.2 -0.203
C -5.217 1.108 -0.319 0.1 0.1 -0.1 -0.460
C -6.128 0.790 0.846 -0.1 -0.4 0.3 -0.056
N -5.823 0.558 -1.539 -0.1 0.3 -0.1 0.035
H -2.906 2.638 0.543 0.2 0.0 0.0 0.084
H -2.185 2.064 2.074 -0.1 0.2 0.1 0.088
H -3.952 2.403 1.929 0.0 -0.1 0.2 0.083
H -3.177 0.637 -0.969 -0.3 0.1 -0.2 0.108
H -4.102 -0.661 -0.181 0.2 0.0 0.0 0.134
H -5.064 2.192 -0.411 0.0 0.0 0.2 0.132
H -5.709 1.080 1.807 0.1 0.1 0.0 0.069
H -6.275 -0.293 0.879 0.0 0.0 0.0 0.091
H -7.113 1.252 0.761 0.0 0.1 -0.1 0.081
H -5.270 0.823 -2.349 0.0 -0.1 0.0 0.073
H -6.722 1.016 -1.660 0.0 -0.2 -0.1 0.075
C 6.944 -0.113 -1.357 0.1 -0.4 -0.5 -0.135
O 6.688 0.929 -0.471 -0.1 0.2 0.3 -0.190
C 5.354 1.403 -0.515 0.5 0.5 0.5 -0.206
C 5.216 2.544 0.494 0.0 0.5 -0.3 -0.449
C 5.502 2.093 1.904 -0.8 -0.5 0.7 -0.064
N 3.876 3.146 0.483 0.0 -0.3 0.0 0.034
H 6.870 0.193 -2.412 -0.1 0.1 0.1 0.086
H 6.266 -0.967 -1.223 0.0 0.1 0.1 0.087
H 7.966 -0.451 -1.190 0.0 0.0 0.1 0.086
H 5.167 1.815 -1.516 -0.4 -0.3 -0.1 0.124
H 4.654 0.613 -0.213 -0.1 -0.1 -0.4 0.129
H 5.903 3.347 0.202 0.2 -0.2 0.0 0.137
H 5.320 2.908 2.606 0.3 0.1 -0.1 0.079
H 6.465 1.623 2.079 0.2 0.2 -0.2 0.076
H 4.743 1.343 2.184 0.1 0.0 -0.2 0.079
H 3.219 2.464 0.862 -0.1 0.1 -0.1 0.026
H 3.582 3.346 -0.468 0.1 0.0 0.0 0.059
C -1.118 3.474 -2.840 0.6 0.7 0.1 -0.124
O -1.005 2.085 -2.775 -0.2 -0.6 0.2 -0.234
C -0.125 1.484 -3.729 -0.8 1.1 0.1 -0.200
C -0.719 0.179 -4.174 1.0 -1.2 -0.4 -0.418
C -0.894 -0.794 -2.997 -0.7 1.0 -0.5 -0.051
N 0.216 -0.401 -5.201 -0.2 0.0 0.9 0.029
H -0.178 3.952 -3.156 -0.1 -0.1 -0.2 0.093
H -1.281 3.871 -1.834 -0.3 -0.1 0.0 0.079
H -1.920 3.792 -3.510 0.0 0.0 0.0 0.091
H -0.048 2.173 -4.577 0.2 -0.2 -0.1 0.128
H 0.857 1.369 -3.257 0.1 -0.2 -0.1 0.132
H -1.665 0.345 -4.687 -0.1 0.2 0.1 0.136
H -1.623 -0.382 -2.293 0.2 0.0 0.1 0.050
H 0.071 -0.911 -2.508 0.0 -0.4 0.1 0.085
H -1.345 -1.711 -3.373 0.4 -0.3 0.1 0.079
H 0.105 -1.413 -5.129 -0.1 0.1 -0.4 0.062
H 1.163 -0.275 -4.840 0.0 0.1 -0.2 0.063
N -0.254 -0.108 0.914 -0.2 0.3 -0.2 0.191
C 0.595 0.957 0.763 -0.2 -1.0 -0.5 -0.642
N 0.067 1.992 0.039 0.5 0.0 0.6 0.182
O 1.756 0.927 1.163 -0.2 0.4 0.2 -0.003
H -0.048 -0.797 1.617 0.2 0.1 0.1 0.056
H -1.230 0.012 0.678 0.0 0.0 0.3 0.070
H -0.827 1.924 -0.411 0.1 -0.1 -0.3 0.063
H 0.727 2.691 -0.251 -0.1 0.1 -0.1 0.101
O 1.080 -0.488 3.731 -0.1 -0.1 0.2 -0.056
H 1.021 0.444 3.496 0.1 0.0 -0.1 0.028
H 1.963 -0.736 3.443 0.0 0.0 -0.1 0.043
```
Forces are in eV/Å.

SMILES string	COC[C@H](C)N.COC[C@H](C)N.COC[C@H](C)N.COC[C@H](C)N.NC(N)=O.O

Number 1: lowest unoccupied orbital energy -0.7 eV. Number 2: lowest unoccupied orbital energy 0.4 eV.